A molecular structure, C3H8O2S at a distorted geometry. Source: OMol25; level of theory: ωB97M-V with the def2-TZVPD basis set.

XYZ file:
```
14
Properties=species:S:1:pos:R:3:forces:R:3:mulliken_charge:R:1
H 1.7878 -0.8326 0.0212 0.531 -1.041 -0.048 0.2183
H 0.8344 -0.8175 1.6370 0.877 0.744 -1.691 0.2139
H -0.2775 -0.7969 -1.8746 -0.253 1.034 0.852 0.1373
C 0.2809 0.5177 -0.0156 -0.879 -0.168 -1.738 -0.3916
S 2.6510 0.9063 1.4897 -0.286 -0.470 -0.082 -0.8271
H 0.7056 1.2137 -0.7761 0.276 -0.483 0.502 0.1936
O -3.6085 -1.4225 -1.5567 -0.808 0.489 1.173 -0.9050
H -2.8456 -0.5475 -1.1011 1.136 -0.313 -0.722 0.3811
C 1.3292 -0.2177 0.7651 -0.202 0.881 1.944 -0.6988
C -0.6853 -0.4669 -0.8255 1.340 0.254 0.279 -0.3285
H -0.4148 1.1770 0.5282 0.377 -0.562 0.317 0.2795
O -1.8695 0.1868 -0.8211 -2.291 -0.505 -0.665 -0.6983
H -0.6700 -1.4774 -0.3585 -0.359 0.199 0.508 0.2377
H -3.2844 -1.7736 -2.3724 0.542 -0.058 -0.629 0.1882
```
Positions in Å, forces in eV/Å.

- E_HOMO (eV) = 0.5
- spin multiplicity = 1
- total charge = -2

***

2 unconnected molecules or ions with the total composition C2H2N3O4 at a distorted geometry. Source: OMol25; level of theory: ωB97M-V with the def2-TZVPD basis set.

XYZ file:
```
11
Properties=species:S:1:pos:R:3:forces:R:3:mulliken_charge:R:1
H -1.9892 1.2698 0.2007 0.744 1.260 0.269 0.3471
O 2.3795 0.9673 0.1631 3.860 -2.265 -0.535 -0.1805
O -1.0649 -0.9180 0.1914 2.337 -2.381 0.978 -0.0192
N -0.0449 -0.0194 -0.0731 -0.118 2.647 0.371 -0.3579
N 3.5279 0.4187 0.1038 -3.429 0.665 0.202 -0.1335
C 1.0793 -0.5017 -0.0166 -0.022 -2.041 -1.098 0.6402
H 3.3587 -0.6860 -0.1039 -0.337 2.133 0.216 0.3421
C -2.7978 0.5885 0.0111 2.282 -1.217 0.021 0.0040
N -2.3607 -0.6540 0.0080 -2.945 0.128 -0.884 -0.3668
O -3.9243 0.9540 -0.2419 -2.429 0.813 -0.213 -0.6484
O 1.8364 -1.4191 -0.2427 0.056 0.258 0.673 -0.6271
```
Positions in Å, forces in eV/Å.

- E_HOMO (spin up / spin down) (eV) = -2.8 / -3.1
- spin multiplicity = 1
- total charge = -1

***

Energy list, top to bottom, in eV: -18168.7146; -14759.6779